[1]
36
Properties=species:S:1:pos:R:3:forces:R:3 method="wB97M-V/def2-TZVPD" total_energy_ev=-24960.0248 e_lumo_ev=-0.538 smiles=O.O.O.O.O.O.O.O.O.O.O.O fmax_ev_per_a=0.73 relative_energy_kcal_mol=38.5 orbital_gap_ev=9.8
O -1.80174 -2.56462 -0.27454 -0.4 -0.6 -0.1
H -2.74486 -2.36687 -0.39364 0.2 0.4 0.1
H -1.74274 -3.53127 -0.25364 -0.1 0.1 -0.2
O 2.88213 -1.76804 2.59468 0.0 0.4 0.1
H 2.20074 -1.46728 1.98069 -0.1 -0.4 -0.1
H 3.62089 -1.15762 2.49118 0.0 -0.2 -0.1
O -1.50065 2.07311 -1.35708 0.3 -0.3 0.2
H -0.87686 1.32489 -1.25409 0.1 0.5 0.0
H -0.93926 2.79187 -1.66439 -0.1 0.0 -0.1
O -2.34141 -0.00158 1.62078 0.1 -0.1 0.5
H -2.39465 -0.52312 2.42838 0.0 0.0 -0.1
H -1.44129 0.34004 1.58660 -0.1 0.0 -0.3
O 0.39644 0.15197 -0.81837 0.4 -0.4 0.4
H 0.90972 0.18504 0.00553 -0.3 0.0 -0.2
H 0.30408 -0.78698 -1.02479 0.0 0.1 -0.1
O 0.78573 0.67482 -3.71946 0.0 -0.1 -0.1
H 1.68546 0.57372 -3.39488 -0.1 0.1 0.1
H 0.28723 -0.02760 -3.27822 0.0 0.1 -0.1
O 0.91843 3.60999 0.97264 0.1 -0.3 0.1
H 1.60559 3.97539 1.54000 -0.1 0.1 0.0
H 0.78430 2.70309 1.29489 -0.3 0.3 0.1
O -0.92744 -1.76935 -2.79980 0.0 -0.1 0.3
H -1.40858 -1.98171 -1.97574 0.2 0.2 -0.4
H -1.46413 -2.14077 -3.50559 0.1 0.1 -0.1
O 0.99347 0.82038 1.93510 0.2 0.0 0.2
H 0.53351 0.47258 2.70976 0.1 0.0 0.0
H 1.92536 0.81914 2.19375 -0.1 0.0 0.0
O -3.32223 -0.01339 -0.97700 0.1 -0.5 0.0
H -2.62253 0.58060 -1.29967 -0.6 0.0 0.0
H -3.17822 -0.05392 -0.01851 0.0 0.3 -0.3
O 3.17354 2.30635 -0.35477 0.2 -0.4 0.2
H 3.71137 2.95678 0.10688 0.0 0.0 -0.1
H 2.36252 2.25067 0.16585 0.0 0.4 -0.4
O 0.26888 -2.80036 1.54584 -0.2 0.3 -0.3
H -0.23494 -3.04970 2.32644 0.1 0.0 0.0
H -0.40785 -2.60623 0.86516 0.3 0.1 0.6

=====

[2]
64
Properties=species:S:1:pos:R:3:forces:R:3 method="wB97M-V/def2-TZVPD" total_energy_ev=-86537.3789 e_lumo_ev=2.064 fmax_ev_per_a=10.26 orbital_gap_ev=6.3 total_charge=-1
C -1.24724 0.99708 -1.05710 -0.4 -0.3 1.2
C -1.03977 -0.34884 -0.10446 -0.1 0.8 -0.8
B -0.82407 -1.71880 -0.99962 1.1 0.6 -0.9
O 0.01884 -1.69917 -2.24678 0.8 -0.4 2.9
Ga -1.62796 -3.59936 -0.51926 0.3 1.0 1.2
N -3.42151 -3.38315 0.18871 0.0 -0.4 0.4
N -1.74391 -4.63817 -2.16346 -9.9 0.7 -2.5
C -3.08404 -4.52137 -2.53633 2.1 -2.9 -3.6
O -4.21557 -4.69095 -3.26910 7.5 1.5 5.5
C -0.28111 -4.50528 0.76125 3.2 -2.8 3.1
C 1.18795 -3.79850 1.12282 0.0 -3.5 1.9
C 2.31121 -4.53153 2.11450 -4.4 -2.2 -1.2
C 1.90405 -6.03077 2.73306 -2.1 2.3 -2.1
C 0.44499 -6.72323 2.40171 1.0 3.4 -1.5
C -0.64653 -5.96412 1.41365 4.2 1.6 1.1
H -1.67241 1.83630 -0.33862 1.0 -1.5 -1.8
H -0.22701 1.32459 -1.52798 -2.1 -0.6 0.7
H -2.07307 0.75817 -1.87510 1.9 0.7 1.6
H -0.09013 -0.23137 0.58754 -1.8 -0.2 -1.2
H -1.99916 -0.44363 0.55966 1.9 0.1 -1.0
H 0.76836 -2.35226 -2.02714 -1.9 1.1 -0.8
H -3.50487 -2.60575 0.88000 0.0 -1.3 -0.6
H -3.84592 -4.27505 0.52550 0.3 1.3 0.0
H 1.51415 -2.74354 0.68551 -1.0 -2.5 1.0
H 3.35726 -4.04636 2.35945 -2.4 -1.1 -0.6
H 2.73107 -6.52397 3.43023 -2.2 0.9 -1.6
H 0.19018 -7.77268 2.87175 0.6 2.3 -1.0
H -1.68127 -6.48631 1.16013 2.5 1.2 0.6
C 5.53001 -2.17484 0.02423 0.3 -0.1 0.0
C 4.15034 -1.64640 -0.30967 0.2 0.1 0.2
O 3.37950 -1.51952 0.87612 0.0 0.3 0.3
H 5.45940 -3.14808 0.52095 -0.1 0.1 -0.2
H 6.13561 -2.28280 -0.87998 0.0 0.0 0.0
H 6.04603 -1.50104 0.71598 -0.1 0.0 -0.2
H 3.62994 -2.33342 -0.98345 -0.1 0.1 0.2
H 4.21185 -0.66750 -0.79499 0.1 -0.1 -0.2
H 3.84585 -0.90097 1.46412 -0.2 -0.4 -0.3
C 8.53807 1.00790 3.12100 0.1 0.2 -0.1
C 7.15509 0.53024 3.51270 0.3 -0.2 0.0
O 6.82220 -0.64188 2.78353 0.0 -0.3 0.0
H 8.58233 1.21949 2.04760 -0.1 0.0 0.2
H 8.80812 1.91371 3.67106 0.1 -0.1 0.0
H 9.28682 0.23535 3.32434 0.0 0.1 0.1
H 6.40738 1.29642 3.28756 0.0 -0.3 0.0
H 7.10627 0.30417 4.58232 0.0 0.2 0.1
H 7.48724 -1.31864 2.99695 -0.4 0.3 -0.1
C -4.01832 4.35187 -3.43613 -0.2 -0.1 -0.2
C -3.80605 4.23187 -1.94121 0.3 0.3 -0.2
O -2.51955 3.69257 -1.67575 0.2 0.2 0.0
H -3.92515 3.37295 -3.91774 -0.1 0.1 0.1
H -5.00759 4.76196 -3.65785 0.1 0.0 -0.1
H -3.25891 5.00080 -3.88443 -0.1 0.1 0.1
H -4.55334 3.56534 -1.50067 0.2 0.0 0.0
H -3.88479 5.20859 -1.45397 -0.3 0.0 0.0
H -1.86296 4.29612 -2.06363 -0.3 -0.4 0.2
C -7.35426 6.64238 -1.93622 -0.1 -0.2 -0.1
C -6.57485 6.71438 -0.63946 -0.1 0.2 -0.2
O -5.33985 7.38210 -0.85232 0.2 0.4 0.0
H -6.77866 6.11229 -2.70212 -0.1 0.0 0.2
H -8.30732 6.12629 -1.79023 0.0 0.1 -0.1
H -7.55280 7.64641 -2.32518 -0.1 0.0 0.1
H -6.35958 5.70898 -0.26583 0.2 0.2 0.0
H -7.13836 7.25431 0.12768 -0.1 -0.2 0.1
H -5.54222 8.27663 -1.17587 0.1 -0.5 0.2